one | Entry from the OMol25 dataset: 2 unconnected molecules or ions with the total composition C10H16 (the ωB97M-V functional and the def2-TZVPD basis).

For the HOMO energy, the calculation gives -8.89 eV. Its LUMO energy is 0.97 eV. The value obtained for the HOMO-LUMO gap is 9.9 eV.

The geometry in XYZ format:
```
26
Properties=species:S:1:pos:R:3:nbo_charge:R:1
C -2.59933 -1.41930 1.11574 -0.64
C -3.08783 2.18838 0.28654 -0.20
C -1.94232 2.54928 -0.34504 -0.23
C -3.31037 0.92988 0.84617 -0.22
C -2.29214 -0.01210 0.70879 0.00
C -0.86734 1.66648 -0.32791 -0.20
C -1.01451 0.40251 0.25557 -0.23
H -3.97495 2.81564 0.31346 0.21
H -1.88941 3.59521 -0.66977 0.22
H -4.21326 0.73094 1.40094 0.21
H 0.13278 1.86033 -0.68378 0.21
H -2.20702 -2.00627 0.26260 0.22
H -3.59593 -1.71579 1.39499 0.22
H -0.23352 -0.33045 0.30416 0.22
H -1.97491 -1.82459 1.93102 0.22
C 3.34895 -0.99682 -0.13136 -0.40
C 3.83114 -0.54102 -1.51517 -0.61
C 1.85446 -1.09320 -0.00937 -0.62
H 3.83846 -1.96679 0.04980 0.20
H 3.68437 -0.27709 0.63233 0.20
H 4.91539 -0.52769 -1.50581 0.21
H 1.47111 -1.92774 -0.60639 0.21
H 3.56931 0.46853 -1.81617 0.21
H 3.67356 -1.32097 -2.25335 0.21
H 1.39799 -1.01093 0.97716 0.21
H 1.48533 -0.23643 -0.61515 0.20
```

two | Entry from the OMol25 dataset: 2 unconnected molecules or ions with the total composition C10H16 (the ωB97M-V functional and the def2-TZVPD basis).

For the HOMO energy, the calculation gives -9.06 eV. Its LUMO energy is 0.95 eV. The value obtained for the HOMO-LUMO gap is 10.0 eV.

The geometry in XYZ format:
```
26
Properties=species:S:1:pos:R:3:nbo_charge:R:1
C 0.97321 1.15005 0.23214 -0.43
C 2.02071 1.94217 1.07548 -0.61
C 0.17727 0.20392 1.09052 -0.02
C -0.72537 0.65508 2.03989 -0.22
C 0.38631 -1.16447 0.97248 -0.17
C -1.35937 -0.24975 2.89948 -0.20
C -0.21596 -2.06239 1.83793 -0.21
C -1.09528 -1.60028 2.81101 -0.23
H 0.32484 1.81477 -0.33395 0.21
H 1.56335 0.56725 -0.46917 0.21
H 2.16711 1.44983 2.03733 0.21
H -0.96089 1.70548 2.13291 0.21
H 1.01246 -1.52362 0.16207 0.20
H -2.01069 0.17781 3.64319 0.21
H -0.06260 -3.13108 1.78927 0.21
H -1.56910 -2.27829 3.50283 0.21
H 1.73054 2.97699 1.25931 0.21
H 2.98283 1.93117 0.56677 0.21
C -0.24946 -0.17109 -2.78803 -0.61
C -1.07441 -0.45160 -4.06189 -0.60
H 0.05204 -1.09720 -2.30063 0.20
H 0.63210 0.42859 -2.97891 0.20
H -0.87675 0.33643 -2.05971 0.20
H -0.43148 -0.74852 -4.88657 0.20
H -1.65445 0.43213 -4.31000 0.20
H -1.73696 -1.29336 -3.86375 0.20
```

Pick two: it beats the second-best structure by 16.7 kcal/mol.